Entry 1:
DFT (wB97M-V/def2-TZVPD) results for C12H26N6O3 in the gas phase.

Structure (XYZ):
```
47
Properties=species:S:1:pos:R:3:forces:R:3:nbo_charge:R:1
C 2.053694 0.296497 -1.170251 0.367 -0.474 1.276 -0.14
C 2.175675 -1.253002 -1.164391 4.531 2.234 -3.986 0.66
C 0.905492 0.637855 -2.079108 -0.394 -0.408 -0.449 -0.41
C 0.682825 2.145542 -2.068718 -0.611 0.984 -0.291 -0.44
C -0.214700 2.636988 -0.894416 -0.440 0.039 -0.241 -0.22
C -0.048237 2.883498 1.520754 -0.222 0.615 1.150 0.59
C 0.864281 -1.641570 0.826441 -2.836 1.123 -0.475 -0.17
C 1.727702 -1.411136 2.029093 -0.239 1.037 0.407 0.80
C -0.400916 -2.577731 1.074130 1.404 1.765 1.333 -0.37
C -1.418333 -2.401237 0.032966 -0.698 -0.178 -2.402 -0.41
C -2.195974 -1.104111 -0.148383 -0.588 -0.341 1.590 -0.43
C -3.509791 -1.429255 -0.833054 -0.280 -1.001 0.945 -0.20
H 3.873127 1.156839 -0.744306 0.500 0.026 1.025 0.36
H 3.755329 0.489260 -2.176619 0.173 0.190 -0.335 0.38
H 1.806851 0.584363 -0.145540 -0.157 -0.043 -0.331 0.22
H 0.998673 0.188961 -3.098587 0.616 0.702 0.530 0.23
H 0.081597 0.021717 -1.709010 -0.563 0.553 0.216 0.20
H 1.705706 2.657281 -2.185916 -1.731 -0.584 0.348 0.25
H 0.028379 2.406947 -2.898759 0.461 0.107 -0.589 0.21
H -0.458560 3.753739 -0.879791 0.803 -1.351 -0.100 0.22
H -1.223561 2.163029 -1.040841 0.842 0.206 0.322 0.18
H 1.360592 2.409047 0.317563 0.094 -0.409 0.106 0.38
H -0.987939 4.296595 2.480035 0.116 -0.536 -0.653 0.34
H 0.872505 1.386662 2.761958 -0.447 1.693 -0.388 0.42
H 0.226057 2.889461 3.445216 0.487 -0.597 0.387 0.37
H 1.937195 -3.012069 -0.456086 -0.671 1.068 0.500 0.42
H 0.396957 -0.672729 0.561925 0.298 -0.243 0.321 0.25
H -0.789450 -2.273257 2.067226 0.053 -0.328 -0.363 0.20
H -0.214579 -3.631232 1.076841 0.896 -0.589 0.421 0.22
H -0.972970 -2.628572 -0.961437 -0.001 -0.079 0.425 0.20
H -2.154708 -3.204174 0.157587 0.101 0.097 0.158 0.21
H -2.543050 -0.787989 0.860896 0.637 0.331 -0.357 0.19
H -1.642264 -0.317188 -0.652687 0.032 0.162 0.203 0.21
H -3.450480 -1.382157 -1.871514 0.436 0.025 -1.986 0.19
H -3.686166 -2.521446 -0.600717 -0.490 1.225 -0.233 0.17
H -4.574736 0.356113 -0.562374 0.536 0.450 -0.705 0.36
H -4.843886 -0.714133 0.561912 0.172 -0.243 -1.610 0.34
H 2.493697 -2.574141 3.309036 0.020 0.054 -0.167 0.50
N 3.256512 1.079427 -1.515858 -0.641 -1.569 -1.032 -0.83
N 0.373964 2.163048 0.378146 -0.800 1.733 -0.218 -0.67
N -0.850042 3.910334 1.529853 0.887 -1.346 -0.162 -0.77
N 0.629936 2.406502 2.653175 -0.476 -0.337 -0.021 -0.86
N 1.601438 -2.030985 -0.312039 -0.333 -3.394 0.992 -0.60
N -4.663447 -0.639491 -0.481431 -1.175 -0.391 2.739 -0.82
O 2.965953 -1.735178 -2.014499 -1.265 0.388 0.949 -0.67
O 2.104318 -0.360235 2.529195 -0.493 -1.428 -0.705 -0.61
O 1.965336 -2.616683 2.492382 1.088 -0.942 1.457 -0.67
```
Positions in Å, forces in eV/Å.

## Properties
Structure (SMILES): [H]/N=C(\N)NCCC[C@H](N)C(=O)N[C@@H](CCCCN)C(=O)O
Electronic energy, eV: -27948.6048
Lowest unoccupied orbital energy, eV: 0.25
Energy above the lowest of the compared OMol25 structures with the same formula, charge and spin, kJ/mol: 186.5
Kohn-Sham gap, eV: 9.40

=====

Entry 2:
DFT (wB97M-V/def2-TZVPD) results for C12H26N6O3 in the gas phase.

Structure (XYZ):
```
47
Properties=species:S:1:pos:R:3:forces:R:3:nbo_charge:R:1
C -0.022215 -1.528598 -0.321967 -0.846 -0.942 0.508 -0.15
C -1.022980 -0.856363 0.588204 -2.341 -1.047 1.198 0.68
C -0.844594 -2.412438 -1.303137 -1.225 0.544 -0.494 -0.40
C -1.400875 -3.769767 -0.769861 0.165 -0.177 0.054 -0.41
C -2.314869 -4.433725 -1.817519 -0.154 1.946 -0.243 -0.40
C -3.085256 -5.633130 -1.342155 1.523 -1.674 -1.292 -0.21
C 0.605224 0.822120 1.470088 3.064 1.063 -0.704 -0.18
C 1.483261 0.550493 2.711959 1.711 0.449 1.887 0.76
C 0.444837 2.317313 1.273245 -2.105 0.235 1.234 -0.37
C 1.607590 3.066260 0.671495 0.981 -1.980 -1.101 -0.45
C 1.355667 4.524609 0.689331 0.435 2.652 -0.302 -0.22
C 2.343656 5.433649 -1.352080 1.658 0.194 0.309 0.56
H 0.523606 -3.058113 1.020469 -1.410 -1.718 1.065 0.37
H 1.645141 -1.877963 1.053968 -1.300 -0.344 -1.094 0.38
H 0.517298 -0.700745 -0.782726 0.280 -0.475 -0.531 0.21
H -1.752951 -1.839122 -1.622644 0.650 -0.156 0.596 0.22
H -0.361624 -2.520967 -2.281081 0.544 -0.445 0.429 0.22
H -0.556113 -4.470569 -0.578862 -0.488 0.375 0.040 0.20
H -2.005725 -3.681487 0.157691 0.680 0.439 -0.363 0.21
H -1.655469 -4.665942 -2.644259 -0.026 -0.601 -0.405 0.20
H -3.031651 -3.703890 -2.252473 0.303 -0.014 0.430 0.19
H -2.263617 -6.338690 -1.008554 -0.986 0.138 -0.383 0.17
H -3.606691 -6.054808 -2.217365 0.466 -0.187 0.211 0.20
H -3.717129 -4.990580 0.497216 -0.506 -0.883 -1.077 0.36
H -5.064410 -5.211906 -0.536891 3.172 -0.890 0.136 0.37
H -1.435538 0.594789 1.829329 1.653 -0.921 -0.132 0.42
H 1.224651 0.552781 0.625617 0.294 -0.712 -0.295 0.23
H 0.192353 2.608371 2.323318 0.116 0.847 -0.858 0.21
H -0.475044 2.462498 0.646801 0.680 0.026 0.492 0.21
H 1.760179 2.626243 -0.369844 -0.346 0.964 0.844 0.21
H 2.519391 2.755024 1.159822 0.336 0.244 0.554 0.24
H 1.185909 4.994815 1.656093 0.089 -0.701 0.463 0.22
H 0.452605 4.706405 0.178421 -1.529 0.112 -0.408 0.19
H 3.227743 5.399007 0.496642 -1.450 0.459 -1.154 0.38
H 0.702711 4.519017 -1.571069 1.347 0.675 -1.274 0.32
H 3.713019 5.885147 -2.792957 -0.215 -0.189 -1.889 0.39
H 3.856427 6.813120 -1.434849 -0.276 -0.943 -0.221 0.38
H 0.302130 -0.850327 2.933855 0.505 -0.123 0.542 0.50
N 0.883782 -2.336766 0.495545 2.752 2.385 -0.794 -0.84
N -4.041537 -5.579127 -0.312263 -3.204 2.302 2.400 -0.84
N -0.564004 0.078174 1.497352 -3.567 0.713 0.523 -0.67
N 2.279472 5.503390 0.031695 1.370 -1.667 1.927 -0.63
N 1.501735 4.945018 -2.133776 -2.777 -1.385 -0.070 -0.74
N 3.549334 5.912755 -1.836611 0.720 1.471 2.306 -0.83
O -2.207352 -1.208131 0.726043 1.901 0.738 -0.678 -0.61
O 2.421026 1.198719 3.163137 -1.548 -0.334 -1.699 -0.58
O 1.130897 -0.546562 3.385606 -1.098 -0.463 -0.688 -0.66
```
Positions in Å, forces in eV/Å.

## Properties
Structure (SMILES): [H]/N=C(/N)NCCC[C@H](NC(=O)[C@@H](N)CCCCN)C(=O)O
Electronic energy, eV: -27948.3082
Lowest unoccupied orbital energy, eV: 0.49
Energy above the lowest of the compared OMol25 structures with the same formula, charge and spin, kJ/mol: 215.1
Kohn-Sham gap, eV: 9.55

=====

Entry 3:
DFT (wB97M-V/def2-TZVPD) results for C12H26N8O3 in the gas phase.

Structure (XYZ):
```
49
Properties=species:S:1:pos:R:3:forces:R:3:nbo_charge:R:1
C -1.508172 1.963974 -1.256613 0.015 0.707 0.096 -0.14
C -0.460312 2.632950 -0.351648 -1.190 0.113 -0.598 0.67
C -2.698066 1.412503 -0.423380 -0.368 0.618 -0.675 -0.41
C -3.804817 0.669438 -1.262655 1.892 -0.046 -0.057 -0.42
C -4.728258 -0.132677 -0.348039 -1.815 1.881 0.388 -0.21
C -3.606741 -2.212453 -0.212417 0.554 -1.354 -0.749 0.57
C 0.368579 0.442552 0.650228 -1.787 -0.631 -1.943 -0.18
C -0.090465 0.102235 2.047939 1.365 2.297 0.994 0.79
C 1.797456 -0.081917 0.403568 -0.228 0.693 1.370 -0.39
C 2.836887 0.488133 1.361062 0.493 -1.500 0.115 -0.41
C 4.172577 -0.291188 1.158747 -0.282 1.479 0.903 -0.22
C 4.889192 -1.121372 -1.021219 -0.967 -0.984 -1.494 0.59
H -1.274127 0.983357 -3.045345 0.551 -0.184 0.892 0.37
H 0.123270 1.259220 -2.198200 -0.067 -0.198 -0.388 0.36
H -1.814111 2.863428 -1.834003 -0.272 -0.722 0.089 0.21
H -3.111791 2.289641 0.114395 -0.137 -0.312 -0.398 0.21
H -2.351889 0.784434 0.389729 0.214 -0.480 -0.091 0.20
H -3.308452 -0.043981 -1.997337 -0.588 0.825 0.985 0.24
H -4.355170 1.404576 -1.873985 -0.049 -0.320 0.392 0.21
H -5.200430 0.528363 0.424962 0.281 -0.099 -0.854 0.19
H -5.545575 -0.507982 -0.969999 -0.001 -0.283 0.108 0.21
H -4.331086 -1.282024 1.406076 0.050 0.283 -0.133 0.41
H -3.288291 -3.236868 -1.822931 -0.892 1.497 0.701 0.34
H -2.546918 -3.901299 0.155259 -0.174 0.211 0.027 0.37
H -1.899700 -2.496318 0.720201 -0.606 -0.500 0.421 0.39
H 0.690353 2.424806 1.200033 0.450 0.234 0.318 0.42
H -0.306784 -0.025325 -0.152041 0.891 0.462 1.318 0.27
H 2.136708 0.255429 -0.562230 -0.256 -0.521 -0.730 0.22
H 1.804724 -1.153909 0.555241 -0.103 -0.358 -0.612 0.22
H 3.034343 1.491808 1.046615 -0.028 0.999 0.503 0.20
H 2.525285 0.365119 2.434149 0.402 0.503 -0.985 0.22
H 4.860114 0.103752 1.919095 -0.037 -0.475 0.005 0.19
H 3.986968 -1.335122 1.266889 0.071 -0.788 0.362 0.23
H 5.489225 0.614825 -0.223834 0.117 0.118 0.101 0.39
H 4.327809 -2.910053 -1.588818 -0.037 0.687 0.235 0.34
H 5.612301 -1.595241 -2.831386 0.137 0.261 0.090 0.38
H 5.487179 0.014365 -2.630842 -0.415 1.502 -0.512 0.37
H -0.609073 -1.252768 3.160855 -0.468 -0.024 -0.027 0.51
N -0.842146 0.956728 -2.101557 -0.531 0.185 -0.743 -0.85
N -4.115041 -1.139707 0.432619 0.843 -0.638 0.210 -0.63
N -3.838078 -2.400209 -1.458150 0.748 -1.465 -0.489 -0.77
N -2.782303 -3.028852 0.622775 0.654 0.615 -0.172 -0.86
N 0.233981 1.877416 0.498329 1.116 -0.698 0.764 -0.62
N 4.810979 -0.114308 -0.115722 0.135 0.305 -0.615 -0.63
N 4.180892 -2.198499 -0.861456 1.070 0.352 -0.094 -0.81
N 5.705750 -0.824187 -2.177163 -0.153 -2.156 1.665 -0.85
O -0.317426 3.842476 -0.366502 -0.038 0.219 0.003 -0.62
O 0.203641 0.855537 2.973848 -0.659 -1.357 -0.892 -0.61
O -0.713749 -1.044759 2.215939 0.098 -0.953 0.193 -0.67
```
Positions in Å, forces in eV/Å.

## Properties
Structure (SMILES): [H]/N=C(\N)NCCC[C@H](NC(=O)[C@@H](N)CCCN/C(N)=N/[H])C(=O)O
Electronic energy, eV: -30930.0447
Lowest unoccupied orbital energy, eV: 0.50
Energy above the lowest of the compared OMol25 structures with the same formula, charge and spin, kJ/mol: 140.9
Kohn-Sham gap, eV: 9.41

=====

Entry 4:
DFT (wB97M-V/def2-TZVPD) results for a molecular structure, C12H26NO5P2STl.

Structure (XYZ):
```
48
Properties=species:S:1:pos:R:3:forces:R:3:nbo_charge:R:1
Tl -1.112376 0.749199 0.829394 1.151 1.056 -0.245 1.08
P -0.452654 1.435675 -2.001540 -0.466 1.003 -2.832 1.26
C -0.932941 -0.009708 -3.012668 -0.004 -1.065 1.040 -0.79
C -0.113004 -1.234174 -2.602290 -0.119 -0.206 -0.381 0.21
N 0.434670 -1.249030 -1.377260 -0.139 0.308 0.066 -0.49
C 1.132210 -2.325834 -0.991570 0.075 -0.399 0.001 0.21
C 1.294793 -3.437987 -1.817527 0.048 0.078 0.122 -0.22
C 0.720997 -3.440144 -3.088224 -0.085 0.426 0.246 -0.10
C 0.006530 -2.307242 -3.484347 -0.050 0.063 0.107 -0.22
C 1.759437 -2.335156 0.402078 0.026 0.632 -1.183 -0.77
P 0.902369 -1.199460 1.554410 0.362 -1.760 1.537 1.13
H -0.496380 -2.226385 -4.448519 0.275 -0.243 0.189 0.25
H 1.877650 -4.274307 -1.429441 -0.221 0.111 -0.322 0.25
H 0.819699 -4.299038 -3.744890 0.001 0.137 0.084 0.26
H 1.721589 -3.352569 0.828639 0.032 0.468 0.030 0.28
H 2.813092 -2.004529 0.343948 -0.371 -0.169 0.002 0.29
H -2.008139 -0.199375 -2.804857 0.493 0.048 -0.363 0.28
H -0.769330 0.234724 -4.078630 -0.228 0.070 0.492 0.29
H -4.401468 -0.740437 1.321507 -0.280 -0.146 -0.311 0.47
O -4.513699 -0.982270 0.387142 0.097 -0.089 0.533 -0.96
H -5.248191 -1.620478 0.402591 0.327 0.305 -0.110 0.50
H -2.187589 -0.021709 4.283617 -0.593 -0.236 0.298 0.45
O -2.992115 -0.562430 4.388731 0.757 0.398 -0.068 -0.94
H -3.198296 -0.476337 5.333010 -0.087 -0.091 -0.273 0.50
C -0.262714 -2.350739 2.391343 -0.686 0.520 -0.291 -0.97
H 0.295470 -3.198781 2.818987 -0.133 0.356 -0.134 0.27
H -0.838027 -1.825197 3.171629 0.292 -0.280 -0.115 0.27
H -1.000339 -2.712792 1.659070 0.247 -0.059 0.184 0.26
C 2.147253 -0.897313 2.861261 -0.118 1.181 -0.291 -0.96
H 1.690339 -0.271209 3.642545 0.188 -0.335 -0.102 0.27
H 2.511987 -1.848681 3.283306 -0.271 0.240 -0.287 0.28
H 2.969282 -0.310457 2.425597 -0.136 -0.256 0.179 0.28
C 0.915128 2.167156 -2.982899 0.987 -0.209 1.377 -0.96
H 0.565006 2.357760 -4.010361 -0.185 -0.121 0.459 0.28
H 1.248495 3.087665 -2.481839 -0.111 -0.118 -0.263 0.30
H 1.767333 1.476310 -2.984628 -0.157 0.160 -0.132 0.27
C -1.779360 2.640570 -2.367557 -0.186 0.020 1.387 -0.97
H -1.514833 3.578250 -1.856064 -0.104 -0.124 -0.320 0.29
H -1.859156 2.782833 -3.455433 0.123 -0.144 0.297 0.29
H -2.726582 2.288826 -1.933475 0.139 0.141 -0.334 0.26
C 1.621964 3.863977 2.682060 -0.390 -0.252 -0.080 -0.87
S 1.132309 3.373013 1.007037 0.952 1.950 0.070 2.33
O -0.379412 3.262576 1.063780 0.342 -1.269 -0.368 -1.02
O 1.570862 4.437531 0.102545 -0.839 -1.425 0.801 -0.90
O 1.772276 2.075800 0.727630 -0.930 -0.753 -0.034 -1.00
H 1.585629 4.955773 2.710859 0.058 -0.211 -0.010 0.28
H 2.620856 3.487003 2.938240 -0.274 0.188 -0.400 0.26
H 0.889377 3.459128 3.393062 0.191 0.100 -0.252 0.23
```
Positions in Å, forces in eV/Å.

## Properties
Electronic energy, eV: -58682.4004
Lowest unoccupied orbital energy (alpha / beta), eV: -10.63 / -10.49
Energy above the lowest of the compared OMol25 structures with the same formula, charge and spin, kJ/mol: 20.1
Kohn-Sham gap (alpha / beta), eV: 4.49 / 5.14
Charge: +2